C3H6N2 | the ωB97M-V functional and the def2-TZVPD basis

```
11
Properties=species:S:1:pos:R:3:forces:R:3:lowdin_charge:R:1
H 1.290 -1.641 -0.219 0.1 -0.1 0.1 0.076
N 0.646 -1.022 0.269 0.1 -0.2 0.0 0.149
C 0.282 -0.077 -0.487 -0.3 -0.7 0.3 -0.457
C -0.613 1.017 -0.057 0.5 0.6 0.1 -0.041
C 0.799 0.004 -1.830 0.5 -0.1 -1.5 -0.170
N 1.232 -0.010 -2.900 -0.3 0.1 0.7 0.171
H -1.428 1.217 -0.760 0.2 0.0 0.1 0.095
H -0.976 0.875 0.961 0.1 -0.1 -0.2 0.065
H 0.112 1.846 -0.084 -0.7 0.4 0.2 0.101
H -0.907 -1.023 2.833 0.0 -0.1 0.0 0.022
H -0.437 -1.186 2.274 -0.2 0.1 0.2 -0.010
```
Forces are in eV/Å.

SMILES = [H]/N=C(/C)C#N.[H][H]
multiplicity = 1
Kohn-Sham gap = 11.309 eV
E_tot = -6186.6151 eV
total charge = 0